The following is a DFT calculation (ωB97M-V/def2-TZVPD) of C26H22FeN4O9P2Se as an isolated structure.

Its highest occupied orbital energy (spin up / spin down) is -2.02 / -2.39 eV. The calculation puts the calculated total energy at -6248.41921 a.u. Its charge is -2. Its expectation value of S² is 6.0110. The value obtained for the energy relative to the best compared isomer or geometry (same formula, charge and spin) is 38.92 kcal/mol. The spin multiplicity is 5. Its lowest unoccupied orbital energy (spin up / spin down) is 3.3 / 3.3 eV.

Each line ends with the natural charge from an NBO analysis.
CARTESIAN COORDINATES (ANGSTROEM)
O1 -1.4376 -2.0998 -2.3894  -1.16
O2 0.9809 -0.6508 -2.4880  -0.77
H1 3.5533 -1.8000 1.1049  0.20
Fe1 -0.7121 -0.1011 -1.0769  1.40
C1 3.1500 -0.3286 -4.2307  -0.20
N1 -1.5290 1.2731 0.2812  -0.56
C2 2.6205 -1.2567 1.0958  -0.34
P1 -2.5259 -3.1125 -2.3376  2.37
P2 -2.8961 -2.7260 0.5287  2.37
H2 -3.5727 -5.2519 -1.6382  0.50
O3 1.1119 1.4615 -1.8350  -0.73
H3 -4.7770 -2.4383 -0.3088  0.53
O4 -2.7134 -4.1692 -3.3637  -1.16
C3 3.9050 2.2571 -4.8895  -0.23
C4 2.2468 -0.2218 1.9315  -0.25
H4 1.0973 -0.0541 4.3193  0.24
C5 -2.0899 2.3380 2.2307  -0.24
H5 5.3083 1.3447 -6.2370  0.19
C6 1.4568 0.5140 -2.5741  0.73
C7 0.1448 1.1873 2.0974  0.17
H6 4.1903 3.2677 -5.1597  0.19
O5 -3.9557 -2.2813 -2.1283  -1.07
C8 -2.4627 -3.9972 -0.7028  -0.50
C9 1.0611 1.0206 4.4262  -0.19
H7 2.4137 2.8667 -3.4483  0.24
H8 -0.3872 -3.5871 -0.3937  0.23
H9 0.8180 4.8348 4.8798  0.22
C10 0.5698 1.7917 3.3625  -0.03
C11 1.3705 2.9793 5.7983  -0.21
H10 0.1574 3.8000 2.7429  0.23
N2 -2.6948 3.4356 -3.2073  -0.51
H11 -1.8699 -2.7203 2.3585  0.51
C12 0.4904 3.1786 3.5624  -0.13
H12 2.8215 -1.3263 -3.9709  0.24
C13 0.8803 3.7624 4.7466  -0.18
C14 0.9484 0.1808 1.5181  0.00
C15 4.1503 -0.1167 -5.1682  -0.23
H13 -3.7889 -1.3901 -2.5042  0.52
C16 -3.1591 2.4189 1.3694  -0.33
N3 0.5604 -0.5770 0.4335  -0.58
H14 -0.9476 -5.0845 0.4091  0.20
C17 1.5507 -1.4395 0.2030  0.03
C18 1.7756 3.5809 7.0187  0.30
Se1 -1.9782 0.5537 -2.9298  -0.31
O6 -4.4836 -2.6617 0.5996  -0.99
C19 -2.7625 1.7555 0.1914  0.05
C20 -1.0275 -4.4657 -0.4860  -0.63
O7 -2.2315 -1.4293 0.3087  -1.13
C21 -2.3870 2.3264 -3.0625  0.05
C22 2.9144 2.0435 -3.9417  -0.20
H15 2.8371 0.2273 2.7147  0.20
O8 -2.5412 -3.3109 1.9837  -0.99
H16 4.6327 -0.9593 -5.6509  0.19
N4 2.1054 4.0744 8.0049  -0.36
H17 1.4735 -2.1483 -0.6062  0.22
H18 -0.7064 -5.0368 -1.3589  0.22
H19 1.8019 0.9763 6.4320  0.22
C23 1.4486 1.5945 5.6165  -0.17
O9 -3.4023 -5.0634 -0.7009  -0.74
H20 -2.0419 2.6963 3.2472  0.20
C24 -1.0744 1.6136 1.5392  0.01
C25 4.5309 1.1777 -5.4994  -0.23
C26 2.5352 0.7501 -3.6052  -0.04
H21 -4.1128 2.8928 1.5435  0.20
H22 -3.3451 1.6300 -0.7062  0.22